DFT (ωB97M-V/def2-TZVPD) results for a structure of composition C7H9ClNO in a non-equilibrium geometry.

Each line ends with the Mulliken charge.
Positions of all 19 atoms, in Å:
C 0.64637 2.01369 -0.16758  -0.094
C 1.49764 1.52939 0.84706  -0.988
C -0.01614 1.03930 -0.92324  -1.282
C 1.68534 0.18525 0.94701  -0.277
C -0.14078 -0.34886 -0.45098  1.009
C -0.57295 -1.34700 -1.43538  -1.310
C -1.48870 -0.46331 1.00165  -0.572
N 0.96176 -0.75016 0.31533  0.413
O 1.32401 -2.06356 0.39683  -0.821
Cl -2.77246 0.62259 0.58158  -0.267
H 0.51690 3.02507 -0.44677  0.449
H 1.93635 2.12101 1.54935  0.459
H -0.83871 1.31925 -1.55033  0.286
H 2.42136 -0.28492 1.57377  0.387
H 0.29937 -1.64138 -2.06968  0.399
H -1.53480 -1.10116 -2.11218  0.208
H -0.83165 -2.19488 -0.92513  0.419
H -1.07614 -0.16379 1.95402  0.334
H -2.01678 -1.49655 0.91470  0.250

electronic energy: -862.20737 a.u.
total charge: -1
relative energy (zero: lowest compared OMol25 entry of this formula, charge and spin): 14.13 kJ/mol
molar mass: 158.6 g/mol
orbital gap: 5.75 eV
HOMO: -2.11 eV